1.
A 2-piece molecular cluster, C2H3ClN2O overall, computed with ωB97M-V with the def2-TZVPD basis set.

Structure (XYZ):
```
9
Properties=species:S:1:pos:R:3:forces:R:3
C 1.978 0.072 0.231 -0.28 0.17 0.13
C -0.993 0.190 -0.651 -0.65 0.25 -0.47
N 0.942 -0.111 0.795 -0.01 -0.20 0.89
N -1.528 -0.911 -0.476 -0.26 -0.77 -0.13
O 2.849 0.405 -0.448 1.13 0.10 -0.60
Cl -1.395 1.682 0.181 -0.14 0.16 0.02
H -0.272 0.336 -1.440 0.15 0.20 -0.04
H 0.644 -0.687 1.551 0.14 -0.19 0.11
H -2.225 -0.976 0.257 -0.08 0.28 0.09
```
Positions in Å, forces in eV/Å.

Summary:
Spin multiplicity   1
Total energy   -722.93178 Eh
Structure (SMILES)   [H]/N=C\Cl.N=C=O
LUMO level   0.0242 Eh
ΔE to the lowest compared entry with this formula, charge and spin   0.595 eV
Maximum force   1.28 eV/A

2.
An isolated molecule of C2H3ClN2O6S, computed with ωB97M-V with the def2-TZVPD basis set.

Structure (XYZ):
```
15
Properties=species:S:1:pos:R:3:forces:R:3
C 2.088 -0.022 -0.165 -3.22 -0.01 -0.48
C -0.676 -0.412 -0.152 -0.82 -1.04 -1.09
N -1.855 0.318 -0.729 -0.72 -0.11 1.15
N -1.000 -0.867 1.299 -0.03 -0.24 0.20
O -2.179 1.276 -0.018 0.07 -1.19 -1.52
O 0.030 -1.082 1.885 0.43 -0.15 0.33
O -2.323 -0.116 -1.744 -0.50 1.03 0.14
O -2.114 -1.030 1.748 0.69 0.48 -1.31
O 0.421 1.722 1.022 0.29 0.48 -0.08
O 0.484 1.599 -1.488 -0.21 0.63 -0.96
S 0.626 1.036 -0.205 0.52 -3.21 1.58
Cl -0.401 -1.980 -1.189 0.05 2.22 1.75
H 2.784 0.709 -0.122 3.09 2.06 -1.37
H 2.198 -0.388 0.801 -0.55 -1.34 1.70
H 1.917 -0.764 -0.945 0.90 0.38 -0.04
```
Positions in Å, forces in eV/Å.

Summary:
Spin multiplicity   1
Total energy   -1497.05244 Eh
Structure (SMILES)   CS(=O)(=O)C(Cl)([N+](=O)[O-])[N+](=O)[O-]
LUMO level   -0.0467 Eh
ΔE to the lowest compared entry with this formula, charge and spin   0.996 eV
Maximum force   3.96 eV/A

3.
An isolated molecule of C2H3ClN4, computed with ωB97M-V with the def2-TZVPD basis set.

Structure (XYZ):
```
10
Properties=species:S:1:pos:R:3:forces:R:3
C 0.084 -0.039 1.589 1.85 1.15 -0.20
C 0.062 0.101 0.085 -0.63 0.63 1.51
H 0.477 -1.032 1.914 -0.15 1.00 -0.48
H 0.775 0.832 1.935 -1.39 -1.64 -0.03
H 0.243 -0.860 -2.743 0.19 0.10 0.16
N -0.395 1.187 -0.588 0.10 0.02 -0.27
N -0.310 0.879 -1.853 -0.15 0.18 0.53
N 0.184 -0.337 -1.879 -0.20 0.31 -1.41
N 0.425 -0.845 -0.713 0.52 -1.91 0.02
Cl -1.544 0.116 2.254 -0.13 0.16 0.18
```
Positions in Å, forces in eV/Å.

Summary:
Spin multiplicity   1
Total energy   -757.18869 Eh
Structure (SMILES)   ClCc1nn[nH]n1
LUMO level   0.0381 Eh
ΔE to the lowest compared entry with this formula, charge and spin   0.241 eV
Maximum force   2.18 eV/A

4.
A 2-piece molecular cluster, C2H3ClN4 overall, computed with ωB97M-V with the def2-TZVPD basis set.

Structure (XYZ):
```
10
Properties=species:S:1:pos:R:3:forces:R:3
C -1.022 -0.769 0.013 -1.46 1.37 -1.39
C 1.166 0.719 0.180 1.20 1.87 -0.75
N -0.956 -1.976 0.138 -0.46 0.60 1.08
N 1.016 1.881 -0.052 0.89 1.53 0.18
N 1.342 -0.434 -0.039 -1.38 -0.39 -1.38
N -1.187 0.469 -0.150 0.49 -2.76 1.43
Cl -2.671 1.059 -0.590 -1.09 0.27 -0.53
H 0.790 2.624 0.563 -0.50 0.30 0.36
H 1.842 -1.109 0.384 2.04 -2.28 1.66
H -0.319 -2.463 -0.449 0.27 -0.52 -0.66
```
Positions in Å, forces in eV/Å.

Summary:
Spin multiplicity   1
Total energy   -757.09673 Eh
Structure (SMILES)   N=C=NCl.N=C=N
LUMO level   0.0212 Eh
ΔE to the lowest compared entry with this formula, charge and spin   2.743 eV
Maximum force   3.48 eV/A

5.
A 2-piece molecular cluster, C2H3ClNO2 overall, computed with ωB97M-V with the def2-TZVPD basis set.

Structure (XYZ):
```
9
Properties=species:S:1:pos:R:3:forces:R:3
C 2.175 1.435 0.587 -0.23 0.31 -1.40
C -1.297 -0.541 -0.608 0.39 2.23 -0.46
N -0.133 -0.891 0.082 2.32 0.80 -1.19
O 1.980 1.404 -0.575 0.48 0.02 2.30
O 2.442 1.587 1.719 -0.38 -0.43 -1.06
Cl -0.284 -1.893 1.434 -0.90 -0.64 0.84
H -1.162 -0.417 -1.708 0.56 -0.56 0.15
H -2.087 -1.223 -0.520 -1.76 -1.02 0.37
H -1.635 0.538 -0.411 -0.49 -0.72 0.44
```
Positions in Å, forces in eV/Å.

Summary:
Spin multiplicity   1
Total energy   -743.40935 Eh
LUMO level   0.1276 Eh
Total charge   -1
ΔE to the lowest compared entry with this formula, charge and spin   2.478 eV
Maximum force   2.73 eV/A

6.
A 2-piece molecular cluster, C2H3ClNO3 overall, computed with ωB97M-V with the def2-TZVPD basis set.

Structure (XYZ):
```
10
Properties=species:S:1:pos:R:3:forces:R:3
C -0.341 -0.919 0.718 1.33 -0.08 -1.00
C 1.314 1.086 -0.594 1.50 2.16 -2.45
N -0.553 -0.005 -0.280 0.80 -0.79 1.17
O -1.399 -1.582 1.269 -1.26 0.88 -2.12
O 0.817 -1.232 1.007 -0.63 0.03 0.54
O 1.305 2.306 -0.749 -0.69 0.63 0.73
Cl -2.188 0.336 -0.602 -0.90 0.41 -0.29
H 1.799 0.719 0.293 -0.48 -1.07 0.43
H 1.308 0.606 -1.589 -0.05 -1.25 0.81
H -2.062 -1.314 0.527 0.37 -0.94 2.18
```
Positions in Å, forces in eV/Å.

Summary:
Spin multiplicity   1
Total energy   -818.67233 Eh
LUMO level   0.1331 Eh
Total charge   -1
ΔE to the lowest compared entry with this formula, charge and spin   0.268 eV
Maximum force   3.60 eV/A

7.
C2H3ClO as an isolated structure, computed with ωB97M-V with the def2-TZVPD basis set.

Structure (XYZ):
```
7
Properties=species:S:1:pos:R:3:forces:R:3
C 1.500 -0.669 0.279 2.38 0.20 0.88
C 0.133 -0.114 0.010 1.21 -2.56 1.73
O 2.132 -1.632 0.379 -1.19 0.91 -0.27
Cl 2.872 1.162 0.627 -1.44 -1.40 -0.39
H -0.548 -1.024 0.168 0.65 1.55 -0.69
H 0.060 0.606 0.823 -0.57 0.51 -0.64
H 0.347 0.214 -0.988 -1.03 0.80 -0.63
```
Positions in Å, forces in eV/Å.

Summary:
Spin multiplicity   1
Total energy   -613.40215 Eh
LUMO level   0.0022 Eh
ΔE to the lowest compared entry with this formula, charge and spin   0.957 eV
Maximum force   3.32 eV/A

8.
A 2-piece molecular cluster, C2H3ClO2 overall, computed with ωB97M-V with the def2-TZVPD basis set.

Structure (XYZ):
```
8
Properties=species:S:1:pos:R:3:forces:R:3
C -1.404 -0.826 0.018 1.02 1.11 -0.53
C -0.813 0.324 0.260 -0.69 -1.28 -0.47
O 0.808 1.673 -0.384 0.87 0.45 -0.76
O -0.284 1.392 0.445 -1.25 -0.67 0.67
Cl 2.793 -0.404 0.195 0.87 -1.10 0.37
H -2.059 -0.931 -0.875 0.31 0.24 0.99
H -0.983 -1.709 0.504 -0.31 0.25 -0.01
H 1.942 0.481 -0.164 -0.82 0.99 -0.27
```
Positions in Å, forces in eV/Å.

Summary:
Spin multiplicity   1
Total energy   -688.46085 Eh
LUMO level   -0.0239 Eh
ΔE to the lowest compared entry with this formula, charge and spin   6.077 eV
Maximum force   1.60 eV/A

9.
An isolated ion of composition C2H3ClO2P and charge -1, computed with ωB97M-V with the def2-TZVPD basis set.

Structure (XYZ):
```
9
Properties=species:S:1:pos:R:3:forces:R:3
C -1.337 0.503 0.033 0.95 -1.21 -1.12
C -0.013 -0.443 -0.470 -0.14 2.61 -2.51
O -0.892 1.589 0.436 -0.29 0.65 0.11
O -2.473 0.086 -0.111 -0.40 -0.44 0.04
P 1.313 0.726 0.120 1.11 -1.75 -0.46
Cl 0.201 -2.049 0.143 -0.49 -1.08 0.26
H 0.138 -0.452 -1.646 -0.90 -0.28 2.25
H 2.304 -0.479 0.132 -0.68 1.53 0.26
H 0.759 0.519 1.362 0.84 -0.03 1.19
```
Positions in Å, forces in eV/Å.

Summary:
Spin multiplicity   1
Total energy   -1030.06088 Eh
Structure (SMILES)   O=C([O-])[C@@H](P)Cl
LUMO level   0.1384 Eh
Total charge   -1
ΔE to the lowest compared entry with this formula, charge and spin   3.526 eV
Maximum force   3.62 eV/A

10.
An isolated molecule of C2H3ClO2S, computed with ωB97M-V with the def2-TZVPD basis set.

Structure (XYZ):
```
9
Properties=species:S:1:pos:R:3:forces:R:3
C 0.174 0.521 -0.593 -0.84 -0.11 0.03
C -0.177 -1.126 1.097 -1.13 2.25 -0.64
O 0.077 -0.267 -1.490 0.36 0.61 0.39
O 0.053 0.243 0.700 -0.38 0.98 -0.92
S 0.286 2.355 -0.712 0.06 -1.25 -0.11
Cl 0.115 2.360 -2.701 0.06 0.47 -0.45
H -0.959 -1.682 0.629 -0.58 0.15 -0.48
H -0.300 -0.881 2.085 -0.90 -0.63 2.69
H 0.730 -1.524 0.986 3.34 -2.47 -0.50
```
Positions in Å, forces in eV/Å.

Summary:
Spin multiplicity   1
Total energy   -1086.84360 Eh
Structure (SMILES)   COC(=O)SCl
LUMO level   0.0053 Eh
ΔE to the lowest compared entry with this formula, charge and spin   0.194 eV
Maximum force   4.18 eV/A

11.
C2H3ClO2S as an isolated structure, computed with ωB97M-V with the def2-TZVPD basis set.

Structure (XYZ):
```
9
Properties=species:S:1:pos:R:3:forces:R:3
C 0.058 -0.205 -0.808 -1.79 -2.32 -0.27
C -1.075 0.397 0.073 0.35 1.57 -1.92
O 1.460 -0.095 1.551 -0.33 0.35 -1.12
O -1.118 1.556 0.415 0.25 -2.05 -0.09
S 1.006 -1.254 0.407 0.20 0.51 -0.64
Cl -2.363 -0.722 0.259 -0.90 -0.41 0.64
H -0.385 -1.035 -1.893 1.52 2.93 3.77
H 0.619 0.673 -1.057 0.69 0.09 -0.92
H 1.798 0.685 1.054 0.01 -0.66 0.55
```
Positions in Å, forces in eV/Å.

Summary:
Spin multiplicity   1
Total energy   -1086.79028 Eh
LUMO level   -0.0013 Eh
ΔE to the lowest compared entry with this formula, charge and spin   1.645 eV
Maximum force   5.01 eV/A

12.
A 2-piece molecular cluster, C2H3ClO2S overall, computed with ωB97M-V with the def2-TZVPD basis set.

Structure (XYZ):
```
9
Properties=species:S:1:pos:R:3:forces:R:3
C -1.011 0.226 -1.048 0.83 -1.11 0.37
C -0.384 -0.653 0.026 -0.34 3.00 -1.33
O 1.626 0.304 -1.330 1.62 1.03 -0.18
O 0.959 0.436 2.401 1.52 0.06 0.58
S 0.605 -0.696 -1.434 -1.06 -0.96 -0.07
Cl -0.928 -1.495 1.246 -0.16 -0.57 1.17
H -1.929 -0.155 -1.518 0.21 0.24 0.36
H -0.756 1.294 -1.251 -0.24 -0.90 0.78
H 1.817 0.739 2.908 -2.39 -0.79 -1.67
```
Positions in Å, forces in eV/Å.

Summary:
Spin multiplicity   1
Total energy   -1086.57827 Eh
LUMO level (alpha / beta)   -0.1077 / -0.1080 Eh
ΔE to the lowest compared entry with this formula, charge and spin   7.414 eV
Maximum force   3.30 eV/A

13.
C2H3ClO3P as an isolated structure, computed with ωB97M-V with the def2-TZVPD basis set.

Structure (XYZ):
```
10
Properties=species:S:1:pos:R:3:forces:R:3
C 1.069 0.335 0.062 -0.04 0.32 0.49
C -0.357 0.689 -0.328 1.46 2.03 -1.17
O -1.341 -1.875 -0.997 -0.09 0.52 -0.41
O -1.206 -1.277 1.523 0.03 0.70 -0.14
O 0.968 -1.070 0.032 -1.66 -1.22 0.16
P -0.769 -1.105 0.125 1.89 -2.69 0.55
Cl -1.057 2.040 0.536 -0.75 0.85 0.69
H 1.845 0.680 -0.633 -0.35 0.12 -0.08
H 1.308 0.691 1.074 -0.02 0.01 -0.16
H -0.461 0.892 -1.395 -0.46 -0.65 0.05
```
Positions in Å, forces in eV/Å.

Summary:
Spin multiplicity   3
Total energy   -1105.21476 Eh
LUMO level (alpha / beta)   0.1273 / -0.0519 Eh
Total charge   -1
ΔE to the lowest compared entry with this formula, charge and spin   0.801 eV
Maximum force   3.34 eV/A

14.
A 2-piece molecular cluster, C2H3F2I overall, computed with ωB97M-V with the def2-TZVPD basis set.

Structure (XYZ):
```
8
Properties=species:S:1:pos:R:3:forces:R:3
C 1.265 0.434 1.071 0.05 -0.52 -1.64
C -1.044 -0.342 -0.639 0.38 0.61 -0.72
F -0.682 0.611 -1.496 0.31 -0.18 -0.05
F -2.231 -0.025 -0.212 -0.84 -0.04 0.65
I -0.887 -2.284 -1.413 0.08 -0.29 -0.05
H 1.111 1.414 1.455 -0.79 0.28 1.01
H 0.521 -0.398 1.013 0.96 0.99 0.55
H 1.947 0.590 0.223 -0.16 -0.86 0.25
```
Positions in Å, forces in eV/Å.

Summary:
Spin multiplicity   1
Total energy   -575.26612 Eh
LUMO level (alpha / beta)   -0.0362 / -0.0044 Eh
ΔE to the lowest compared entry with this formula, charge and spin   4.367 eV
Maximum force   1.72 eV/A

15.
An isolated molecule of C2H3F2I, computed with ωB97M-V with the def2-TZVPD basis set.

Structure (XYZ):
```
8
Properties=species:S:1:pos:R:3:forces:R:3
C 0.248 0.396 -0.219 0.41 -0.15 -0.36
C 0.202 -0.218 1.157 1.48 1.45 0.74
F -0.397 1.598 -0.201 -0.32 0.40 0.20
F 0.634 -1.468 1.202 0.08 -0.01 -0.08
I 1.937 1.250 2.417 -1.62 -1.34 -0.94
H -0.266 -0.241 -0.951 0.05 -0.17 0.22
H 1.277 0.580 -0.550 -0.17 -0.31 0.09
H -0.706 -0.071 1.732 0.09 0.13 0.13
```
Positions in Å, forces in eV/Å.

Summary:
Spin multiplicity   1
Total energy   -575.38467 Eh
Structure (SMILES)   FC[C@@H](F)I
LUMO level   -0.0371 Eh
ΔE to the lowest compared entry with this formula, charge and spin   1.142 eV
Maximum force   2.30 eV/A

16.
An isolated molecule of C2H3F2IO, computed with ωB97M-V with the def2-TZVPD basis set.

Structure (XYZ):
```
9
Properties=species:S:1:pos:R:3:forces:R:3
C 0.408 0.633 0.658 2.40 -1.90 0.40
C -0.136 -0.376 -0.306 -0.57 -2.23 -0.52
O -1.475 -0.515 -0.114 -0.95 -1.31 0.47
F -0.018 0.034 -1.573 1.02 0.75 -1.07
F 0.450 -1.644 -0.323 -0.03 0.96 0.59
I 2.388 1.346 0.165 -0.42 -0.40 0.19
H -0.176 1.404 0.393 -2.02 3.20 -0.25
H 0.365 0.422 1.730 -0.10 -0.32 -0.53
H -1.805 -1.305 -0.630 0.68 1.26 0.73
```
Positions in Å, forces in eV/Å.

Summary:
Spin multiplicity   1
Total energy   -650.67361 Eh
Structure (SMILES)   OC(F)(F)CI
LUMO level   0.0069 Eh
ΔE to the lowest compared entry with this formula, charge and spin   0.246 eV
Maximum force   3.79 eV/A

17.
A 2-piece molecular cluster, C2H3F2N overall, computed with ωB97M-V with the def2-TZVPD basis set.

Structure (XYZ):
```
8
Properties=species:S:1:pos:R:3:forces:R:3
C 0.716 0.129 0.263 -1.29 2.61 0.97
C -0.475 0.176 -0.637 -2.20 1.44 0.68
N 0.153 -1.006 -0.281 0.65 -2.05 0.98
F 1.880 0.669 -0.103 0.54 -0.86 0.29
F -1.599 0.559 0.135 0.12 -0.49 -0.51
H 0.377 0.906 2.111 0.53 -1.48 -3.02
H -0.794 0.392 -1.692 1.19 -0.06 1.00
H -0.257 -1.825 0.205 0.47 0.90 -0.38
```
Positions in Å, forces in eV/Å.

Summary:
Spin multiplicity   1
Total energy   -332.28972 Eh
LUMO level (alpha / beta)   -0.0226 / -0.0182 Eh
ΔE to the lowest compared entry with this formula, charge and spin   4.575 eV
Maximum force   3.40 eV/A

18.
C2H3F2P as an isolated structure, computed with ωB97M-V with the def2-TZVPD basis set.

Structure (XYZ):
```
8
Properties=species:S:1:pos:R:3:forces:R:3
C -0.286 0.622 1.329 -0.31 -0.80 -0.16
C 0.507 1.353 0.831 -1.04 -0.71 0.70
F 4.009 0.493 -1.039 -0.19 -0.70 0.05
F 3.045 -0.488 0.922 -0.52 0.33 -0.25
P 3.081 -0.757 -0.652 2.55 -1.86 1.63
H 4.285 -2.043 -0.222 -1.82 2.20 -1.41
H -0.951 -0.144 1.616 -0.29 -0.18 0.34
H 1.077 2.121 0.505 1.60 1.72 -0.90
```
Positions in Å, forces in eV/Å.

Summary:
Spin multiplicity   1
Total energy   -619.01310 Eh
LUMO level   0.0160 Eh
ΔE to the lowest compared entry with this formula, charge and spin   2.563 eV
Maximum force   3.55 eV/A

19.
An isolated molecule of C2H3F3, computed with ωB97M-V with the def2-TZVPD basis set.

Structure (XYZ):
```
8
Properties=species:S:1:pos:R:3:forces:R:3
C -0.530 -0.604 -0.094 1.67 -0.27 -0.48
C 0.396 0.563 0.216 -0.92 -0.57 0.47
F -0.650 -0.714 -1.482 -0.43 0.08 0.81
F -0.141 1.743 0.000 -1.31 1.88 -0.38
F 1.493 0.509 -0.506 1.77 -0.58 -2.05
H -1.489 -0.637 0.426 0.05 0.35 -0.26
H 0.123 -1.410 0.252 -0.52 -0.60 -0.14
H 0.799 0.550 1.187 -0.32 -0.29 2.03
```
Positions in Å, forces in eV/Å.

Summary:
Spin multiplicity   1
Total energy   -377.58171 Eh
Structure (SMILES)   FCC(F)F
LUMO level   0.0348 Eh
ΔE to the lowest compared entry with this formula, charge and spin   1.208 eV
Maximum force   2.77 eV/A

20.
An isolated molecule of C2H3F3IN, computed with ωB97M-V with the def2-TZVPD basis set.

Structure (XYZ):
```
10
Properties=species:S:1:pos:R:3:forces:R:3
C 0.183 0.404 -0.371 2.11 -0.67 -0.73
C 0.607 -0.714 0.608 1.20 -1.29 -1.20
N -1.113 0.077 -0.668 -3.52 1.12 -0.53
F 1.917 -0.616 0.878 0.05 -0.20 0.12
F -0.055 -0.751 1.746 -0.42 0.55 0.44
F 0.390 -1.964 0.048 0.53 1.30 0.16
I 0.435 2.259 0.706 0.17 0.42 -0.08
H 0.842 0.458 -1.341 -1.01 -0.38 2.23
H -1.428 0.321 -1.606 0.26 0.01 0.35
H -1.779 0.525 0.001 0.64 -0.85 -0.76
```
Positions in Å, forces in eV/Å.

Summary:
Spin multiplicity   1
Total energy   -730.05849 Eh
Structure (SMILES)   N[C@@H](I)C(F)(F)F
LUMO level   0.0081 Eh
ΔE to the lowest compared entry with this formula, charge and spin   0.242 eV
Maximum force   3.73 eV/A